(1)
The following is a quantum chemistry calculation of a cluster of 2 separate species, C5H8O6 in total in a non-equilibrium geometry, from OMol25.

Computed properties:
F_max, eV Å⁻¹: 4.10
SMILES: C[C@]1(O)O[C@@]1(O)CO.O=C=O
Orbital gap, eV: 10.19

```
! wB97M-V def2-TZVPD RIJCOSX def2/J DEFGRID3
* xyz 0 1
O 0.30 -0.34 1.08
O 1.75 -0.50 -0.69
O 2.03 2.26 0.92
O -1.90 -0.77 0.28
O 1.05 2.49 2.98
O -1.33 1.45 -1.71
C -0.71 1.26 -0.40
C -0.64 -0.16 0.01
C 0.27 -2.46 -0.29
C 0.63 -0.95 -0.15
C 1.54 2.30 1.96
H 0.68 -2.78 -1.31
H 2.18 -1.30 -1.01
H 0.33 1.74 -0.41
H 0.64 -3.13 0.47
H -2.56 -0.20 -0.16
H -1.33 1.77 0.31
H -0.83 -2.61 -0.28
H -2.10 1.92 -1.60
*
```

---

(2)
The following is a quantum chemistry calculation of an isolated molecule of C5H8OS in a non-equilibrium geometry, from OMol25.

Computed properties:
F_max, eV Å⁻¹: 2.10
SMILES: C[C@@H]1OC[C@@H]2S[C@@H]12
Orbital gap, eV: 9.86

```
! wB97M-V def2-TZVPD RIJCOSX def2/J DEFGRID3
* xyz 0 1
S -0.56 0.86 2.55
O -0.60 -0.35 -1.11
C -1.24 0.11 1.04
C 1.85 -0.31 -0.79
C -1.67 0.36 -0.39
C 0.49 -0.60 -0.16
C 0.18 0.43 0.92
H 2.59 -0.12 -0.04
H -1.68 1.46 -0.55
H 0.22 1.35 0.37
H -1.33 -0.95 1.28
H 2.14 -1.15 -1.47
H 1.75 0.62 -1.39
H -2.60 -0.12 -0.54
H 0.49 -1.59 0.26
*
```

---

Sequential energy relative to the best compared isomer or geometry (same formula, charge and spin) output: 171.2 331.6 kJ/mol